(1)
The following is a quantum chemistry calculation of a molecular structure, C27H26AsN2OS2TeZn, from the OMol25 dataset.

## Properties
**2S+1**: 1
**Net charge**: -1
**Relative energy (zero: lowest compared OMol25 entry of this formula, charge and spin)**: 1174.72 kJ/mol
**Total energy**: -171659.7184 eV
**M**: 726.56 g mol⁻¹
**Max |F|**: 13.90 eV Å⁻¹

Structure (XYZ):
```
61
Properties=species:S:1:pos:R:3:forces:R:3:mulliken_charge:R:1
Zn -0.4370 -1.4515 -1.4292 1.58 0.34 -1.20 -0.63
S 1.7553 -1.4452 -1.4806 -1.97 2.87 -13.45 -0.81
C 2.3757 0.2190 -1.2534 -0.89 -0.25 -0.61 0.63
C 3.7513 0.4049 -1.1112 0.01 0.17 0.08 -0.47
C 4.2717 1.6805 -0.9352 -0.22 -0.03 0.02 -0.59
C 3.4238 2.7804 -0.8984 0.05 -0.02 -0.03 -0.85
C 2.0495 2.6089 -1.0375 0.34 -0.34 0.01 -0.02
C 1.5084 1.3349 -1.2163 0.26 0.20 0.31 -0.13
As -0.4214 1.0310 -1.4062 0.01 1.48 0.68 0.87
C -0.9726 2.8928 -1.7356 0.10 0.11 0.14 -0.13
C -0.7227 3.4170 -3.0047 -0.18 0.15 0.10 -0.20
C -1.0741 4.7269 -3.3117 0.02 -0.10 0.12 -0.72
C -1.6798 5.5268 -2.3500 0.00 -0.04 0.06 -0.38
C -1.9320 5.0141 -1.0829 0.09 -0.12 -0.24 -0.88
C -1.5802 3.7015 -0.7745 -0.01 0.31 -0.25 0.25
C -0.9166 0.9452 0.5223 -0.57 1.29 -0.05 0.40
C -2.2608 0.8918 0.8361 0.77 1.67 -0.22 -0.58
C -2.6938 0.7922 2.1841 0.19 1.74 0.71 -1.15
C -1.7710 0.7362 3.2027 -1.01 2.79 -0.68 -0.57
C -0.3770 0.7992 2.9020 0.31 3.69 -1.57 -0.44
C 0.0426 0.9073 1.5833 -0.49 1.66 1.20 -0.45
H 4.4196 -0.4467 -1.1390 -0.07 -0.06 -0.04 0.46
H 5.3405 1.8174 -0.8258 0.02 -0.02 0.00 0.36
H 3.8330 3.7734 -0.7585 -0.01 0.02 0.00 0.38
H 1.4165 3.4847 -0.9958 -0.15 -0.04 -0.01 0.40
H -0.2485 2.8018 -3.7606 0.01 -0.05 0.00 0.39
H -0.8744 5.1234 -4.2995 0.01 0.00 -0.01 0.37
H -1.9526 6.5478 -2.5872 -0.01 0.01 -0.01 0.36
H -2.4011 5.6379 -0.3323 0.00 -0.01 0.03 0.39
H -1.7822 3.3356 0.2215 0.07 -0.17 0.01 0.33
H -2.9975 0.9208 0.0447 0.01 -0.05 -0.03 0.48
H -3.7517 0.7536 2.4106 -0.02 -0.03 -0.03 0.38
H -2.1003 0.6605 4.2306 0.03 0.04 0.01 0.44
H 0.3466 0.7698 3.7039 0.00 0.02 -0.04 0.83
H 1.1030 0.9512 1.3837 0.02 0.10 -0.10 0.58
O -2.1261 -1.4608 -1.4182 -3.74 -0.41 -1.16 -0.78
C -0.1852 -6.2361 -1.5022 0.32 -0.43 -0.42 -1.13
Te -0.4089 -4.0964 -1.4685 -0.91 -1.53 -0.09 0.50
C -2.5430 -4.2378 -1.5410 -0.45 -0.72 0.54 -0.93
H -0.9693 -6.6736 -2.1326 0.03 0.16 0.32 0.28
H -0.2013 -6.6534 -0.4895 -0.03 0.06 -0.31 0.33
H 0.7596 -6.4763 -2.0075 -0.10 0.06 0.34 0.31
H -2.8502 -5.2063 -1.1159 0.30 -0.03 -0.35 0.41
H -2.9095 -4.1331 -2.5661 0.12 0.13 0.34 0.32
H -2.9656 -3.4820 -0.8801 0.27 0.07 -0.55 0.22
N -2.6632 -1.3398 0.9199 -1.17 -2.40 1.56 -0.03
C -1.4039 -1.3902 1.3587 -0.67 -1.90 -0.76 0.02
N -0.3816 -1.4755 0.5513 2.04 -0.85 2.81 0.43
C 0.8122 -1.5366 1.2960 0.07 -0.35 -0.21 -0.77
C 2.1146 -1.6277 0.7840 1.55 -0.44 5.69 -0.22
C 3.1966 -1.6873 1.6537 -0.90 0.02 0.32 -0.72
C 3.0000 -1.6507 3.0369 0.17 0.10 0.37 -0.55
C 1.7230 -1.5510 3.5647 -0.05 0.00 -0.16 -0.58
C 0.6424 -1.4950 2.6791 0.14 -1.59 0.38 1.18
S -1.0396 -1.3538 3.0322 0.85 -6.11 1.00 -0.61
H -2.7852 -1.6355 -0.0852 1.00 0.55 -1.62 0.16
H -3.3996 -1.6227 1.5514 0.30 0.19 0.34 0.28
H 2.2692 -1.6556 -0.3163 2.67 -1.86 6.65 0.35
H 4.2032 -1.7585 1.2515 -0.03 -0.01 0.03 0.39
H 3.8544 -1.6947 3.7072 -0.08 0.01 0.04 0.36
H 1.5671 -1.5147 4.6371 -0.02 -0.02 -0.03 0.47
```
Positions in Å, forces in eV/Å.

=====

(2)
The following is a quantum chemistry calculation of a molecular structure, C27H26BCoF4N5OPS, from the OMol25 dataset.

## Properties
**2S+1**: 5
**Net charge**: +2
**Relative energy (zero: lowest compared OMol25 entry of this formula, charge and spin)**: 23.93 kJ/mol
**Total energy**: -107207.9561 eV
**M**: 645.32 g mol⁻¹
**Max |F|**: 0.49 eV Å⁻¹

Structure (XYZ):
```
67
Properties=species:S:1:pos:R:3:forces:R:3:mulliken_charge:R:1
Co 1.9188 0.1774 0.4138 0.04 -0.08 0.01 0.07
C 1.7756 1.8317 4.4621 -0.02 0.00 -0.05 -1.65
C 1.7103 1.5123 3.0074 0.04 -0.12 0.07 0.60
N 2.3592 0.5964 2.4069 -0.08 0.18 -0.15 0.65
N 3.2495 -0.2390 3.0025 0.33 -0.07 -0.03 -0.63
C 4.0757 -0.9163 2.1604 -0.19 0.30 -0.20 0.38
N 4.8633 -1.8310 2.6795 0.01 -0.10 -0.02 -0.32
S 4.1265 -0.5360 0.4794 0.14 -0.19 0.43 -0.45
C 0.8925 2.3300 2.0648 0.03 -0.02 -0.01 0.74
C 0.1806 3.4312 2.4906 -0.03 0.05 0.04 -0.70
C -0.4426 4.2439 1.5501 0.00 0.00 0.00 -0.72
C -0.3242 3.9297 0.2107 0.00 0.00 0.03 -1.07
C 0.3737 2.7842 -0.1388 -0.03 0.04 0.04 0.12
N 0.9555 1.9877 0.7550 0.06 0.06 0.11 0.22
H 2.5504 1.2594 4.9651 0.00 0.00 0.01 0.38
H 0.8193 1.6219 4.9449 -0.01 -0.01 -0.01 0.39
H 1.9968 2.8899 4.6031 0.00 0.00 0.01 0.49
H 3.0290 -0.6248 3.9125 -0.09 0.00 -0.02 0.32
H 4.7911 -2.1274 3.6417 0.04 0.04 0.01 0.23
H 5.4391 -2.3824 2.0625 0.00 0.01 0.02 0.26
H 0.1241 3.6741 3.5416 0.00 -0.01 0.00 0.49
H -0.9922 5.1195 1.8685 0.00 0.00 0.00 0.47
H -0.7651 4.5490 -0.5571 0.00 -0.01 -0.02 0.56
H 0.4595 2.4962 -1.1766 -0.01 0.04 0.02 0.42
O -2.1355 0.4347 2.1041 0.01 -0.11 -0.01 -0.58
N -2.0064 0.4772 0.7422 0.07 0.04 -0.21 0.32
C -2.6578 1.4060 0.1785 -0.17 0.17 0.05 -0.97
C -2.5231 1.6310 -1.2671 0.05 0.01 -0.09 0.34
C -3.1802 2.7086 -1.8478 -0.02 -0.03 0.11 -0.74
C -3.0045 3.0056 -3.1921 0.02 -0.02 -0.05 -0.73
C -2.1626 2.2302 -3.9776 -0.04 0.05 0.02 -0.82
C -1.5085 1.1406 -3.4197 0.01 -0.04 0.06 0.08
C -1.6882 0.8352 -2.0710 0.07 -0.10 -0.04 0.12
P -0.9983 -0.6319 -1.3299 -0.14 0.15 0.33 1.29
C 0.6919 -0.9596 -1.7934 -0.29 -0.03 0.02 0.90
C 1.1760 -2.2685 -1.6670 0.11 0.00 -0.13 -0.56
C 2.4951 -2.5391 -1.9902 -0.07 -0.04 -0.01 -0.57
C 3.3388 -1.5226 -2.4215 -0.04 -0.01 -0.04 -0.82
C 2.8745 -0.2140 -2.5082 0.06 0.04 -0.08 -0.75
C 1.5581 0.0872 -2.1804 -0.06 -0.25 0.01 -0.28
C -2.1698 -1.9677 -1.3512 0.23 -0.07 -0.13 0.62
C -3.0004 -2.1333 -2.4651 0.03 0.08 0.02 -0.73
C -3.9129 -3.1709 -2.4743 -0.05 -0.07 0.03 -0.68
C -3.9990 -4.0336 -1.3855 0.01 0.05 -0.05 -0.57
C -3.1771 -3.8613 -0.2808 0.03 0.01 0.02 -0.73
C -2.2589 -2.8236 -0.2547 0.01 -0.05 -0.01 -0.01
H -1.6791 -0.3787 2.3651 0.00 0.00 0.00 0.39
H -3.2956 2.0775 0.7513 0.02 -0.04 0.06 0.40
H -3.8342 3.3185 -1.2363 0.00 0.02 -0.03 0.48
H -3.5291 3.8455 -3.6269 0.00 0.00 -0.01 0.46
H -2.0287 2.4623 -5.0252 0.01 -0.01 0.00 0.47
H -0.8761 0.5160 -4.0393 0.01 0.00 0.00 0.56
H 0.5196 -3.0668 -1.3431 0.00 0.02 0.03 0.49
H 2.8618 -3.5523 -1.9003 0.02 0.00 -0.02 0.48
H 4.3640 -1.7467 -2.6826 0.00 0.01 -0.01 0.44
H 3.5319 0.5733 -2.8535 0.01 0.01 0.01 0.48
H 1.1725 1.0848 -2.3333 0.02 0.03 -0.06 0.20
H -2.9373 -1.4569 -3.3085 -0.01 -0.01 0.00 0.42
H -4.5595 -3.3103 -3.3296 0.00 0.00 0.00 0.44
H -4.7165 -4.8429 -1.4004 0.00 0.00 0.00 0.42
H -3.2492 -4.5313 0.5648 0.00 0.00 0.00 0.49
H -1.6169 -2.6886 0.6037 0.01 -0.02 0.02 0.38
F 1.2608 -2.0107 3.3859 -0.11 -0.06 0.03 -0.30
B 1.0013 -2.4746 2.1062 0.31 0.22 -0.02 -0.20
F -0.1164 -3.2340 2.0025 -0.17 -0.07 0.05 -0.29
F 2.1174 -3.0054 1.5029 -0.04 0.05 0.02 -0.31
F 0.6914 -1.1863 1.2986 -0.16 -0.02 -0.14 0.73
```
Positions in Å, forces in eV/Å.

=====

(3)
The following is a quantum chemistry calculation of a molecular structure, C27H26Br2IrN2O5S, from the OMol25 dataset.

## Properties
**2S+1**: 1
**Net charge**: +1
**Relative energy (zero: lowest compared OMol25 entry of this formula, charge and spin)**: 232.37 kJ/mol
**Total energy**: -195386.6794 eV
**M**: 842.61 g mol⁻¹
**Max |F|**: 4.18 eV Å⁻¹

Structure (XYZ):
```
64
Properties=species:S:1:pos:R:3:forces:R:3:mulliken_charge:R:1
Ir 0.0192 -0.5313 -0.7619 1.33 1.62 1.24 1.10
O 1.7932 2.4527 2.0851 0.08 -0.85 0.14 -0.75
C 1.5023 3.6128 1.4935 -0.15 0.92 -0.42 0.54
C 1.9077 4.8013 2.1179 -0.05 -0.49 -0.05 -0.61
C 1.6174 6.0234 1.5550 -0.10 -0.07 -0.09 -0.45
C 0.9190 6.0962 0.3551 -0.06 -0.01 -0.15 -0.80
C 0.5354 4.9316 -0.2869 0.10 0.25 0.12 -0.36
C 0.8197 3.6922 0.2678 0.25 -0.65 0.46 0.02
C 0.3566 2.4313 -0.4384 -1.09 1.09 -1.29 0.49
O 0.9397 1.2915 0.0138 0.00 -3.43 -0.19 -0.72
N -1.1110 2.3326 -0.2895 0.50 1.01 0.26 0.07
N -1.6340 1.1531 -0.5779 -0.05 -1.59 -0.06 -0.61
C -2.8583 0.8624 -0.2740 0.66 0.44 -0.11 -0.06
C -3.4671 -0.3738 -0.6166 -0.63 -1.00 0.05 0.23
Br -2.3139 -1.6332 -1.5634 0.15 0.31 0.33 -0.12
C -4.7188 -0.7803 -0.3047 1.10 -0.25 -0.39 -0.80
C -5.7917 0.0374 0.2215 -0.50 0.56 0.21 0.48
C -6.7054 -0.5099 1.1305 0.27 0.05 -0.12 -0.44
C -7.7679 0.2406 1.5919 -0.08 0.10 0.03 -0.54
C -7.9672 1.5341 1.1287 0.12 -0.03 -0.05 -0.45
C -7.0834 2.0792 0.2094 -0.05 0.12 0.07 -0.62
C -5.9993 1.3467 -0.2308 0.07 -0.29 -0.02 -0.44
H 1.4996 1.7218 1.4810 0.23 0.41 0.53 0.25
H 2.4492 4.7157 3.0468 0.05 0.03 0.12 0.45
H 1.9337 6.9281 2.0509 0.03 0.08 0.05 0.41
H 0.6880 7.0547 -0.0809 -0.02 0.09 -0.06 0.42
H 0.0095 4.9844 -1.2289 -0.06 -0.01 -0.15 0.45
H 0.5411 2.5574 -1.5277 -0.08 -0.07 0.29 0.12
H -1.5632 2.9236 0.4045 0.05 -0.26 -0.03 0.41
H -3.4702 1.5569 0.2998 0.10 0.09 -0.16 0.64
H -4.9648 -1.8198 -0.4723 0.03 -0.15 -0.09 0.44
H -6.5572 -1.5149 1.4940 -0.02 -0.17 0.00 0.43
H -8.4520 -0.1843 2.3087 -0.08 -0.07 0.07 0.39
H -8.8112 2.1138 1.4696 -0.08 0.01 0.05 0.40
H -7.2458 3.0748 -0.1763 -0.02 0.06 -0.01 0.39
H -5.3430 1.7559 -0.9836 0.03 0.08 -0.12 0.60
Br 1.7164 -8.9505 -1.2355 0.00 0.34 0.07 -0.16
C 1.6046 -7.1095 -0.7682 -0.02 -0.21 -0.08 0.07
C 0.6961 -6.2961 -1.4325 0.07 -0.20 -0.03 -0.60
C 0.5911 -4.9693 -1.0656 0.12 -0.04 0.22 -0.29
C 1.4004 -4.4627 -0.0540 -0.30 0.30 0.07 0.33
C 2.3281 -5.2775 0.5853 -0.15 0.10 -0.09 -0.34
C 2.4263 -6.6102 0.2342 0.00 -0.11 -0.09 -0.56
C 1.2995 -3.0082 0.3043 2.93 -1.29 0.51 0.77
O 2.2881 -2.4213 0.7495 -1.18 -0.77 0.19 -0.66
O 0.1632 -2.4929 0.0826 -1.96 3.25 -1.55 -0.64
H 0.0807 -6.6960 -2.2234 -0.02 -0.08 -0.03 0.44
H -0.1115 -4.3183 -1.5632 -0.06 0.00 -0.03 0.35
H 2.9547 -4.8645 1.3610 0.05 0.04 0.06 0.49
H 3.1367 -7.2559 0.7278 0.00 -0.06 0.02 0.44
O 2.1744 -0.7057 -1.4813 -3.91 -0.76 -1.28 -0.78
S 3.0798 -0.4538 -0.3095 3.15 1.51 1.54 1.02
C 4.0374 1.0686 -0.7858 -0.27 -0.36 -0.02 -0.44
C 5.4586 0.6496 -1.1164 0.21 -0.06 0.04 -0.73
C 5.7332 -0.6292 -0.3274 0.10 0.20 -0.20 -0.67
C 4.5496 -1.5323 -0.5903 -0.33 0.14 0.35 -0.70
H 3.9978 1.7222 0.0802 -0.11 0.06 0.14 0.32
H 3.5072 1.5313 -1.6102 -0.13 0.09 -0.07 0.35
H 6.1729 1.4303 -0.8556 -0.05 0.05 -0.10 0.35
H 5.5509 0.4383 -2.1822 0.04 0.04 -0.03 0.32
H 5.8103 -0.4073 0.7394 0.04 -0.03 0.02 0.30
H 6.6651 -1.0996 -0.6438 -0.05 -0.05 0.07 0.38
H 4.4804 -2.3709 0.0926 -0.13 -0.05 -0.07 0.31
H 4.5006 -1.8700 -1.6249 -0.09 0.02 -0.06 0.34
```
Positions in Å, forces in eV/Å.

=====

(4)
The following is a quantum chemistry calculation of C27H26ClN3O4 in the gas phase, from the OMol25 dataset.

## Properties
**2S+1**: 1
**Net charge**: 0
**Relative energy (zero: lowest compared OMol25 entry of this formula, charge and spin)**: 18.77 kJ/mol
**Total energy**: -53603.8961 eV
**M**: 491.97 g mol⁻¹
**Max |F|**: 0.75 eV Å⁻¹
**SMILES string**: CCOC(=O)C1=C(c2ccccc2)NC(N)=N[C@H]1c1ccc(OCc2ccc(Cl)cc2)c(OC)c1

Structure (XYZ):
```
61
Properties=species:S:1:pos:R:3:forces:R:3:mulliken_charge:R:1
C 1.0040 0.2655 -3.4423 0.29 0.04 0.29 -0.88
C 2.4349 0.3994 -2.9382 -0.09 0.17 -0.59 -0.45
O 2.4752 0.3984 -1.5168 0.07 -0.03 0.43 -0.29
C 2.2370 1.5765 -0.9026 -0.02 0.49 -0.43 0.26
O 2.0991 2.6161 -1.5096 0.01 -0.24 -0.09 -0.67
C 2.1374 1.4113 0.5449 0.12 -0.05 0.69 -0.26
C 2.0825 2.4685 1.3841 0.17 -0.46 -0.57 0.97
C 2.2813 3.8781 1.0026 -0.04 0.32 0.10 -0.07
C 1.2943 4.8143 1.2912 0.05 -0.15 0.00 -0.44
C 1.4829 6.1464 0.9687 -0.03 0.14 0.01 -0.72
C 2.6627 6.5551 0.3719 -0.05 0.06 -0.01 -0.39
C 3.6541 5.6276 0.0951 0.08 -0.03 -0.01 -0.87
C 3.4676 4.2951 0.4092 -0.04 0.00 0.11 -0.01
N 1.8519 2.2562 2.7284 -0.05 0.01 0.20 -0.17
C 1.9288 0.9616 3.2358 0.02 0.01 -0.21 0.32
N 1.8542 0.8748 4.6054 -0.08 0.21 0.38 -0.51
N 2.0294 -0.0804 2.5284 0.08 -0.18 0.27 -0.77
C 1.9297 0.0047 1.0873 0.00 0.08 -0.19 -0.35
C 0.5729 -0.4902 0.6284 -0.04 -0.26 -0.10 0.55
C 0.4430 -1.5961 -0.1928 -0.03 0.11 0.11 -0.89
C -0.8065 -1.9945 -0.6319 -0.10 -0.07 -0.08 -0.55
C -1.9598 -1.3127 -0.2651 -0.06 0.05 -0.04 1.49
O -3.2204 -1.6900 -0.6814 0.18 0.14 0.29 -0.44
C -3.3405 -2.6963 -1.6551 -0.16 -0.11 -0.30 -0.95
C -3.0349 -4.0913 -1.1613 -0.02 0.03 0.06 0.22
C -2.7065 -5.0936 -2.0659 -0.06 0.16 0.14 -0.31
C -2.4494 -6.3801 -1.6304 0.00 -0.11 0.07 -0.72
C -2.5161 -6.6639 -0.2754 -0.04 0.19 -0.10 0.40
Cl -2.1915 -8.2704 0.2756 0.05 -0.20 0.07 -0.22
C -2.8393 -5.6768 0.6406 0.01 -0.10 -0.04 -0.80
C -3.1018 -4.3956 0.1914 -0.02 0.05 -0.12 0.06
C -1.8396 -0.1922 0.5752 0.10 0.09 0.07 -0.47
O -2.8456 0.5935 1.0622 0.33 -0.17 0.05 -0.52
C -4.1628 0.4871 0.5742 -0.47 0.07 -0.07 -0.74
C -0.5725 0.1921 1.0004 -0.14 -0.20 -0.14 -0.37
H 0.5403 -0.6188 -3.0112 -0.07 -0.08 -0.02 0.09
H 1.0003 0.1871 -4.5260 -0.03 -0.01 -0.13 0.44
H 0.4293 1.1398 -3.1467 -0.08 0.06 -0.02 0.29
H 2.8820 1.3276 -3.3107 0.00 -0.22 0.04 0.35
H 3.0417 -0.4561 -3.2436 -0.03 0.12 0.05 0.36
H 0.3674 4.4908 1.7435 -0.10 -0.03 0.03 0.44
H 0.7057 6.8655 1.1826 -0.06 0.05 0.01 0.40
H 2.8093 7.5950 0.1197 0.01 0.08 -0.02 0.39
H 4.5759 5.9452 -0.3695 0.07 0.02 -0.03 0.39
H 4.2366 3.5685 0.1944 0.05 -0.07 -0.04 0.44
H 1.8746 3.0485 3.3524 0.03 -0.10 -0.11 0.36
H 2.0311 -0.0558 4.9493 0.03 0.02 -0.04 0.28
H 2.2913 1.6097 5.1395 0.02 -0.07 -0.01 0.21
H 2.6967 -0.6652 0.6791 -0.21 0.13 -0.04 0.70
H 1.3165 -2.1500 -0.4992 0.13 -0.05 -0.05 0.36
H -0.8795 -2.8684 -1.2602 -0.02 -0.05 -0.05 0.35
H -2.7258 -2.4625 -2.5361 -0.05 -0.02 0.10 0.39
H -4.3946 -2.6501 -1.9569 0.20 0.01 -0.03 0.39
H -2.6505 -4.8668 -3.1208 0.03 0.02 -0.13 0.40
H -2.1954 -7.1573 -2.3338 0.03 -0.09 -0.04 0.41
H -2.8861 -5.9084 1.6928 0.01 -0.05 0.09 0.41
H -3.3535 -3.6203 0.8988 0.00 0.08 0.07 0.39
H -4.6164 -0.4734 0.8273 0.02 0.11 -0.03 0.21
H -4.7130 1.2888 1.0678 0.02 -0.05 -0.05 0.33
H -4.2065 0.6319 -0.5078 -0.01 -0.01 0.07 0.26
H -0.5131 1.0565 1.6430 -0.02 0.17 0.09 0.50
```
Positions in Å, forces in eV/Å.